Molecular formula: C58H144N20O25P6
Method: DFT, wB97M-V/def2-TZVPD

Structure (XYZ):
```
253
Properties=species:S:1:pos:R:3:forces:R:3:lowdin_charge:R:1
C 4.2060 3.9060 -0.4874 1.0584 -0.0094 0.5163 0.046
N 4.5405 2.9456 0.6382 0.3560 -0.6827 0.0209 -0.399
O 4.7619 3.3619 1.7851 -0.5139 -0.5694 -2.0693 0.051
O 4.5834 1.7682 0.2793 -0.0704 0.9483 0.9328 0.036
H 3.1363 3.8283 -0.6818 0.0992 0.5282 0.3295 0.101
H 4.7382 3.5930 -1.3857 -0.0514 -0.4179 0.2227 0.094
H 4.6660 4.8454 -0.1806 -0.9363 0.2449 -0.0106 0.080
C 3.1056 -6.2518 -2.9404 -0.1313 1.4556 -0.2867 0.054
N 2.1272 -5.1035 -3.0263 -2.7252 0.2186 -0.7308 -0.380
O 1.9236 -4.5848 -4.1830 0.8259 -1.3014 4.0806 0.015
O 1.4695 -4.8859 -1.9842 1.3651 0.3442 -2.5321 0.032
H 4.0260 -5.6921 -3.1070 0.3759 -0.7948 -0.3621 0.098
H 2.7795 -6.9169 -3.7400 0.5641 -0.0208 0.1166 0.104
H 3.1051 -6.6869 -1.9411 -0.3043 0.1610 -0.2608 0.096
C -3.3781 4.4044 -0.6144 1.8777 0.4576 1.2322 0.016
C -2.0040 5.0948 -0.7992 0.6086 -1.1160 0.1863 -0.324
C -1.1967 4.6993 -2.0872 -1.8171 0.3497 2.1405 -0.045
O -1.3582 5.9072 -2.7614 3.7415 -3.3683 -5.2554 0.113
C -2.0602 6.7925 -2.2528 -1.4782 2.4620 2.0578 -0.668
O -2.4415 7.7690 -2.8140 -0.4496 0.8215 0.2652 0.161
O -2.2419 6.4575 -0.9583 -1.0162 1.9451 0.5389 0.050
H -3.6432 3.8132 -1.4909 -0.3718 0.0727 0.3171 0.083
H -4.0435 5.2104 -0.3051 -0.4135 -0.2804 -0.5820 0.076
H -3.2173 3.8377 0.3028 -0.5714 -0.8250 -0.2723 0.072
H -1.2901 5.0434 0.0230 -0.6005 -0.4544 0.3991 0.122
H -1.7774 3.9168 -2.5755 0.6781 -0.1522 -0.4072 0.130
H -0.1657 4.4653 -1.8218 -0.0253 0.1264 -0.6296 0.128
C 2.9518 1.0951 3.7126 -0.9609 1.0582 -0.0674 -0.010
C 3.2603 1.6539 5.0902 -0.2995 -1.4316 -0.1310 -0.305
C 2.2320 1.2142 6.0803 0.3587 -0.2370 1.7193 -0.046
O 2.9297 0.1545 6.8002 -5.0383 -1.1541 1.3245 0.095
C 4.1698 0.1023 6.5612 3.4839 -3.0257 0.6361 -0.610
O 4.9674 -0.7218 7.0614 -2.1436 3.1099 -1.6717 0.099
O 4.3945 0.9947 5.6208 3.8098 1.8545 -1.5507 0.095
H 2.7447 0.0272 3.6442 0.8657 -0.2064 0.3556 0.078
H 3.6199 1.4983 2.9516 -0.0207 -0.4353 -0.0036 0.062
H 1.9417 1.4704 3.5483 -0.1280 0.5193 -0.6115 0.075
H 3.2981 2.7432 5.0957 0.7844 -0.0820 -0.1682 0.160
H 1.3210 0.9173 5.5606 -0.0811 -0.4364 0.7148 0.132
H 2.0889 1.9077 6.9089 -0.6683 0.4239 -0.5228 0.143
C -3.8925 6.7344 2.2376 -0.0835 1.9384 -0.4581 -0.010
C -2.3883 7.0336 2.6524 -4.1112 -0.0659 0.5002 -0.260
C -2.3109 7.0604 4.2167 1.4344 -0.7522 -0.9460 -0.057
O -1.6504 5.7876 4.4214 0.0864 -1.0223 -0.0381 0.031
C -1.3669 5.1026 3.2359 1.1263 -0.6049 2.2031 -0.498
O -0.7675 4.0354 3.1995 -1.6456 2.5277 -0.1605 0.117
O -1.7904 5.8506 2.2389 1.9045 -1.2510 -0.9871 0.046
H -4.6595 7.3384 2.7222 0.3408 0.3920 0.5080 0.077
H -4.2717 5.7198 2.3601 0.7781 -0.2012 -0.0306 0.096
H -3.9772 7.0783 1.2067 -0.0748 -0.6145 -0.2782 0.071
H -1.9993 7.8482 2.0416 0.0675 0.0748 0.4944 0.136
H -3.2769 7.1169 4.7186 -0.0876 -0.4747 -0.3145 0.124
H -1.6916 7.8120 4.7063 0.2315 0.1401 -0.4638 0.124
C 1.8452 -3.2610 3.3384 0.1670 0.6807 2.4051 0.016
C 1.8476 -3.9682 4.8005 1.0314 -0.7096 -2.3937 -0.204
C 2.1781 -5.4599 4.5938 -0.4869 0.7056 -0.2798 -0.118
O 3.0905 -5.6556 5.6203 0.4182 -3.7670 0.3604 0.085
C 3.5248 -4.5753 6.1931 3.4309 0.7147 2.2231 -0.623
O 4.3822 -4.5373 7.0657 -2.0446 -0.1569 -1.6622 0.137
O 2.9992 -3.5362 5.5939 -1.8901 2.0083 -1.0467 0.096
H 1.9214 -2.1859 3.5010 -0.6885 0.2038 0.0380 0.051
H 0.9869 -3.5024 2.7114 0.0611 -0.0618 0.3163 0.049
H 2.7733 -3.4039 2.7850 0.0569 -0.8877 0.2529 0.087
H 0.9679 -4.0042 5.4432 -0.1870 1.1905 -0.3193 0.112
H 2.5943 -5.6406 3.6027 0.4089 -0.1308 0.1183 0.128
H 1.3472 -6.1504 4.7386 -0.1509 0.1854 0.0222 0.132
C -6.5279 0.8983 -0.0953 0.0102 -0.1139 -0.8729 -0.015
C -6.4256 0.9046 -1.6610 0.1353 -0.8435 0.8891 -0.284
C -5.4765 -0.1459 -2.2716 -0.1242 -0.5635 1.3921 -0.120
O -6.2509 -0.8221 -3.2280 -1.0124 0.0185 -2.5810 0.048
C -7.4654 -0.2113 -3.4199 -1.9534 -1.2978 0.5586 -0.459
O -8.3566 -0.4374 -4.2424 3.4472 0.7175 2.3119 0.126
O -7.6489 0.5202 -2.2713 -1.1225 1.1511 -0.9643 0.056
H -5.5015 1.0647 0.2318 -0.1374 0.6884 0.3775 0.067
H -6.8466 0.0289 0.4797 0.1113 -0.9243 -0.9964 0.079
H -7.3049 1.5829 0.2448 0.6097 0.8263 -0.1612 0.077
H -6.1162 1.9038 -1.9674 -0.3593 0.1766 -0.0595 0.143
H -5.3149 -0.8742 -1.4769 0.6188 -0.0733 -0.0426 0.117
H -4.5390 0.1751 -2.7257 -0.1705 0.2784 0.1967 0.133
O -2.7781 0.2796 0.0702 0.6566 -0.3988 -0.1949 -0.307
P -1.4514 -0.3752 -0.0537 2.4395 -1.2059 0.6276 0.642
N -1.1389 -1.6472 1.1757 0.3178 1.4618 -1.2823 -0.287
C -1.5253 -1.3875 2.5636 0.0619 -1.3562 -0.2973 -0.125
C -0.9257 -3.0728 0.7732 -2.1649 1.5963 -0.4429 -0.092
N -0.1144 0.7178 0.2027 -1.1523 -0.5383 -0.0813 -0.267
C 1.2265 0.1212 0.4334 -0.0991 0.5985 0.3450 -0.122
C -0.3267 2.0048 0.9710 -0.0570 -0.8805 -0.9279 -0.094
N -1.1270 -1.1417 -1.5625 -0.0180 -0.0157 -0.9607 -0.257
C 0.1855 -1.3414 -2.3490 -1.3489 -0.3924 1.0837 -0.071
C -2.2285 -1.8848 -2.2776 0.4644 0.6953 0.9681 -0.079
H -1.8902 -0.3825 2.7756 0.1639 -0.0659 -0.2685 0.085
H -0.7321 -1.6910 3.2468 0.5909 0.5908 0.0515 0.049
H -2.2763 -2.1214 2.8560 -0.8299 0.1654 -0.0491 0.061
H -0.7858 -3.7795 1.5912 0.8749 0.4311 0.1204 0.067
H -0.2668 -3.0896 -0.0949 0.3452 -0.4858 0.4807 0.063
H -1.9174 -3.3711 0.4329 -0.0488 -0.5806 -0.5000 0.038
H 1.4434 -0.7978 -0.1111 -0.4020 0.2418 -0.3349 0.063
H 1.9822 0.8716 0.2010 0.0393 0.0325 -0.4868 0.062
H 1.4805 -0.1281 1.4636 -0.6241 -0.0450 0.5043 0.055
H 0.4749 2.6806 0.6729 0.6238 -0.2522 0.7148 0.066
H -1.1677 2.6380 0.6886 -0.5931 -0.8589 -0.3945 0.051
H -0.4560 1.8059 2.0349 0.5801 0.2986 0.0494 0.065
H 0.6370 -2.3053 -2.1140 0.7359 0.2374 1.2718 0.052
H 0.0242 -1.6625 -3.3781 -0.9341 1.1374 -0.0677 0.029
H 0.8097 -0.4496 -2.2930 0.0930 -0.3859 0.0570 0.076
H -3.2170 -1.5379 -1.9766 0.1921 -0.0454 0.3041 0.045
H -2.1369 -2.9509 -2.0701 -0.0887 -0.1718 -0.1593 0.068
H -2.1648 -1.6994 -3.3498 0.1599 -0.0510 0.0715 0.067
O -5.4884 -7.7816 1.9389 0.5031 -0.4560 -0.4180 -0.287
P -4.4163 -6.9480 1.3596 1.4450 -1.1118 -0.9761 0.512
N -5.0057 -5.9066 0.2150 0.9436 2.3871 0.5539 -0.292
C -5.8855 -6.4394 -0.7968 0.2062 -0.7231 -0.1928 -0.118
C -4.4737 -4.5135 -0.0574 -0.8954 -1.3504 0.1361 -0.080
N -3.1515 -7.7714 0.5004 -1.3160 3.5928 0.5237 -0.319
C -2.1354 -6.9484 -0.2884 -2.4523 -1.0982 -0.4486 -0.060
C -2.7581 -9.0945 0.6384 2.1214 -0.6905 1.4652 -0.173
N -3.5905 -6.0235 2.4910 0.5454 -0.5121 1.8053 -0.273
C -2.5091 -6.6755 3.3553 -0.5127 0.6998 -1.1778 -0.073
C -4.5473 -5.2559 3.3530 0.0629 1.0472 -1.7672 -0.107
H -6.8525 -5.9424 -0.8735 0.0232 0.1895 0.2037 0.086
H -6.0508 -7.4943 -0.5778 -0.2475 0.0457 0.0609 0.076
H -5.4071 -6.4240 -1.7761 0.0851 0.2015 -0.2125 0.080
H -3.9108 -4.1031 0.7810 -0.2284 -0.2478 0.0609 0.045
H -5.3454 -3.8946 -0.2699 0.0461 0.2126 0.1045 0.081
H -3.8347 -4.4792 -0.9398 0.0953 -0.2017 -0.1651 0.059
H -2.1874 -5.8802 -0.0777 0.2917 -0.2285 0.3070 0.048
H -1.1409 -7.3940 -0.3096 0.0454 0.1757 0.7398 0.076
H -2.5164 -7.1000 -1.2984 0.3631 0.4672 -0.5109 0.077
H -1.7592 -8.9637 1.0546 0.9639 -0.8194 -0.1857 0.057
H -3.1770 -9.6204 1.4963 -1.0341 -0.3172 -0.7563 0.094
H -2.6276 -9.5846 -0.3264 -0.5385 -0.6300 0.1610 0.089
H -2.9061 -7.0880 4.2829 -0.2041 -0.2222 -0.1893 0.079
H -1.9290 -7.4148 2.8030 -0.4218 -0.1942 -0.1052 0.060
H -1.7619 -5.9324 3.6339 -0.1711 0.3969 0.0249 0.059
H -5.5841 -5.4977 3.1189 -0.0088 -0.7394 0.5813 0.073
H -4.5224 -4.2498 2.9344 0.2778 0.5615 0.5933 0.055
H -4.3185 -5.2317 4.4185 0.0099 -0.3251 -0.2166 0.078
O -0.0305 -0.9418 8.5416 1.7543 3.0040 -0.2086 -0.251
P -0.8747 -2.0750 8.7147 -1.0567 -4.9126 1.4355 0.614
N 0.1231 -3.5340 8.7753 -3.2850 1.9871 -1.1452 -0.312
C 1.5050 -3.4371 9.0727 0.5916 0.0736 0.8464 -0.114
C -0.3515 -4.8274 8.3173 -0.4389 1.3733 -0.2038 -0.122
N -1.9405 -2.2651 7.4004 -0.2750 -0.5892 1.4718 -0.305
C -3.3693 -2.3572 7.4614 -0.8204 0.3379 0.2367 -0.130
C -1.4768 -2.2685 6.0415 1.7265 -0.4287 -0.2966 -0.117
N -1.7333 -2.0657 10.2569 0.4837 -2.0187 -3.5971 -0.333
C -1.9729 -3.2233 11.0547 0.3987 -1.3640 0.1031 -0.135
C -2.0070 -0.8253 10.8364 -0.5560 0.7585 -0.6923 -0.144
H 1.6586 -2.6011 9.7551 0.2331 -0.1421 0.1039 0.086
H 2.1910 -3.2845 8.2394 -0.1149 -0.0684 -0.3161 0.073
H 1.7289 -4.3853 9.5613 0.6667 0.0912 0.2458 0.088
H -0.3517 -5.5071 9.1694 0.2024 -0.6030 -0.4453 0.085
H 0.1959 -5.1091 7.4177 0.5502 -0.7676 0.2698 0.066
H -1.3605 -4.7139 7.9208 -0.3074 -0.0497 0.3656 0.066
H -3.7771 -2.3568 8.4723 0.2776 0.2573 0.0709 0.078
H -3.7464 -1.5050 6.8960 -0.5303 0.1467 0.1864 0.084
H -3.7956 -3.2399 6.9847 0.2769 -0.3877 -0.1660 0.073
H -2.2465 -2.3502 5.2740 -0.3774 0.5533 0.4440 0.075
H -0.7863 -1.4450 5.8591 -0.2549 0.3230 -0.2030 0.084
H -0.8726 -3.1521 5.8357 0.1984 -0.3762 0.1093 0.053
H -1.1396 -3.4369 11.7241 0.4205 -0.2910 -0.0896 0.082
H -2.8135 -3.2252 11.7486 -0.4978 0.9471 -0.2753 0.080
H -2.1906 -4.0873 10.4268 0.3949 -0.1703 -0.0156 0.070
H -1.1634 -0.6144 11.4936 -0.4652 1.0720 0.3466 0.096
H -3.0037 -0.8749 11.2750 0.1758 0.2366 0.7283 0.085
H -2.1519 -0.1965 9.9580 0.5480 1.0954 0.6185 0.080
O -3.1275 -0.5587 -6.8074 0.5733 0.7627 -0.1189 -0.280
P -2.0394 -0.6994 -7.7946 2.2196 -0.9213 -2.3432 0.607
N -0.4588 -0.9822 -7.1064 -1.9527 0.6377 -0.3933 -0.281
C 0.6330 -1.6521 -7.8261 -1.1188 0.1348 0.6075 -0.099
C -0.5710 -1.3381 -5.7215 0.1882 -0.8847 1.1565 -0.182
N -1.7512 0.5927 -8.8939 -1.0475 -1.1464 1.2388 -0.312
C -0.7102 0.7262 -9.9471 -1.2607 -0.3375 1.4596 -0.072
C -2.7722 1.6466 -8.8576 0.6070 -0.2400 0.2995 -0.122
N -2.2737 -2.0468 -8.8261 0.7032 -2.3216 -0.0056 -0.300
C -3.1089 -2.0303 -10.0463 0.9983 3.3282 0.4330 -0.096
C -2.2552 -3.4466 -8.3310 -0.3141 0.3297 1.1525 -0.124
H 1.5671 -1.2255 -7.4605 0.1746 -0.1199 -0.2668 0.077
H 0.5019 -1.5332 -8.9016 0.2441 -0.1329 0.2654 0.059
H 0.5501 -2.7078 -7.5677 0.5023 -0.3438 -0.2274 0.074
H -0.8559 -2.3771 -5.5559 -0.5026 -0.5906 -0.2793 0.075
H -1.3032 -0.7575 -5.1604 0.1501 0.2917 -0.3515 0.069
H 0.3553 -1.3594 -5.1473 0.5510 0.8687 -0.5861 0.058
H -1.1915 0.4503 -10.8853 0.4200 0.1880 -0.3586 0.072
H -0.4293 1.7785 -9.9042 0.3643 -0.1198 -0.4265 0.087
H 0.1339 0.0742 -9.7227 -0.0939 0.3716 -0.2285 0.053
H -2.4519 2.4685 -8.2172 0.0686 0.2213 0.0405 0.077
H -2.9201 2.0534 -9.8580 -0.3887 -0.1853 -0.0523 0.079
H -3.6621 1.2186 -8.3959 -0.2452 0.3151 -0.3756 0.064
H -2.4948 -1.4477 -10.7331 -0.0174 -0.5722 -0.9086 0.055
H -3.4523 -2.9669 -10.4855 0.1299 0.1083 0.6056 0.089
H -3.8616 -1.2692 -9.8409 -1.0739 -0.6840 -0.2747 0.075
H -1.9584 -4.2437 -9.0126 0.4695 0.6189 -0.7522 0.076
H -3.2621 -3.7602 -8.0555 -0.2896 0.1365 0.2940 0.079
H -1.6373 -3.6040 -7.4470 0.0667 0.3882 0.0876 0.057
O 4.6764 0.6833 -7.2952 0.5612 -0.6700 0.1481 -0.295
P 5.5417 -0.0363 -6.3340 0.6435 -0.8994 2.2781 0.592
N 5.4566 -1.8015 -6.2483 -1.8968 0.7590 0.8206 -0.291
C 4.1585 -2.5183 -5.9668 -0.1696 1.9748 0.0834 -0.093
C 6.3099 -2.6277 -7.0259 2.1620 0.0848 0.1322 -0.167
N 5.1058 0.3598 -4.7503 -0.9080 -0.5704 1.3373 -0.300
C 5.8778 0.4466 -3.4433 0.8694 1.0345 -2.8600 -0.060
C 3.6669 0.3782 -4.4087 1.1281 0.6974 -0.9930 -0.138
N 7.1959 0.3894 -6.3761 -1.6738 0.9549 -1.5701 -0.289
C 7.5773 1.7704 -6.8558 -1.3000 -0.0210 2.0994 -0.074
C 8.2475 -0.2919 -5.7122 1.2602 -0.4957 0.1732 -0.176
H 4.2436 -3.3425 -5.2586 0.5024 -0.3864 -0.5712 0.069
H 3.6413 -2.7169 -6.9056 0.2985 -0.8337 -0.1005 0.080
H 3.3992 -1.9125 -5.4722 0.3928 0.5672 0.1768 0.039
H 6.5441 -2.0873 -7.9430 0.3233 -0.8203 -0.4132 0.087
H 6.1121 -3.6963 -7.1107 -1.4167 0.2779 -0.6609 0.085
H 7.2048 -2.7957 -6.4268 0.8871 0.5609 -0.3033 0.057
H 5.2395 0.3815 -2.5621 0.1395 -0.4713 -0.2605 0.071
H 6.7821 -0.1608 -3.4788 -0.4402 -0.6069 0.5003 0.056
H 6.3042 1.4481 -3.5004 -0.0187 0.3598 0.6472 0.070
H 3.4504 -0.3626 -3.6390 -0.2777 -0.0582 -0.0548 0.071
H 3.5065 1.3952 -4.0506 -0.7563 -0.0547 0.2427 0.081
H 3.1224 0.2168 -5.3390 -0.4180 0.1023 0.3232 0.058
H 6.7258 2.4463 -6.7771 -0.4970 -0.3665 -0.5101 0.071
H 8.1173 2.1432 -5.9855 0.9228 0.1967 -0.4206 0.072
H 8.0572 1.9852 -7.8106 0.2015 -0.9090 0.0397 0.082
H 8.8658 0.2867 -5.0258 -0.6293 0.8514 0.5458 0.076
H 9.0368 -0.5059 -6.4329 -0.0876 -1.0384 -0.2504 0.086
H 7.8978 -1.1370 -5.1191 0.0947 -0.2471 -0.5258 0.070
O 1.2135 7.0235 -1.1751 -0.2524 0.8106 -0.1622 -0.272
P 1.8453 7.9126 -0.1746 1.8592 -1.5444 2.0032 0.618
N 1.6320 7.2526 1.3895 -0.1718 -0.8588 1.0033 -0.265
C 1.9629 5.8072 1.7075 0.4586 0.8835 -0.5862 -0.072
C 1.1348 7.9982 2.5455 -0.0488 0.3382 -0.5312 -0.121
N 1.3850 9.5479 -0.0377 -0.0517 -1.2712 0.4979 -0.294
C -0.0608 9.8196 0.1477 0.3019 -1.9745 -0.4837 -0.073
C 2.2430 10.6873 -0.2838 0.5785 -0.1387 -1.0711 -0.107
N 3.5674 7.6391 -0.3076 -1.6486 1.0089 0.7881 -0.299
C 4.5926 8.0544 0.6753 -1.2500 0.4613 -1.0986 -0.085
C 3.9979 7.2413 -1.6005 0.4381 -0.2374 -1.4950 -0.169
H 1.8023 5.5374 2.7513 -0.4461 0.5532 0.0388 0.076
H 3.0343 5.6471 1.5873 0.1073 -0.0355 -0.3492 0.048
H 1.4276 5.0577 1.1246 -0.1726 0.2849 -0.2929 0.061
H 0.0599 8.1507 2.4479 -0.0609 0.3357 0.2187 0.033
H 1.6648 8.9486 2.6075 -0.3179 0.2411 0.0946 0.081
H 1.2615 7.5084 3.5109 0.3711 -0.3841 -0.2693 0.086
H -0.3823 9.4887 1.1352 0.0474 1.1605 0.4513 0.043
H -0.3513 10.8139 -0.1915 0.0926 -0.1664 0.3518 0.095
H -0.5865 9.0598 -0.4305 -0.2742 0.3158 -0.7085 0.070
H 3.2012 10.6905 0.2357 -0.2707 -0.0279 0.6092 0.064
H 2.5447 10.6897 -1.3312 -0.0741 0.2336 -0.3076 0.079
H 1.6845 11.6088 -0.1192 0.1846 -0.1107 0.2755 0.083
H 5.5181 7.5079 0.4945 -0.2125 -0.3673 0.3569 0.079
H 4.8434 9.0999 0.4962 0.1520 0.2630 0.3583 0.061
H 4.1462 7.9296 1.6619 0.4626 -0.0645 0.1300 0.074
H 3.5687 6.2848 -1.8992 0.0376 -0.1741 0.0908 0.059
H 5.0844 7.1750 -1.6564 0.0693 -0.0701 0.1679 0.083
H 3.7055 7.9143 -2.4065 -0.0095 0.3056 -0.0473 0.079
```
Forces are in eV/Å.

Properties
Lowest unoccupied orbital energy = -1.03 eV
DFT total energy = -7320.31902 Ha
Spin multiplicity = 1
Molar mass = 1707.7 g mol⁻¹
E_HOMO = -0.30813 hartree
Kohn-Sham gap = 7.35 eV